1.
# C30H34N2OPY

C30H34N2OPY as an isolated structure in a non-equilibrium geometry (wB97M-V/def2-TZVPD, the OMol25 dataset).

Geometry as XYZ:
```
69
Properties=species:S:1:pos:R:3:forces:R:3:nbo_charge:R:1
Y 1.233 0.201 -0.218 -0.112 0.728 -0.847 1.887
C 2.433 1.952 -4.171 0.015 -0.103 0.040 -0.652
C 2.309 0.609 -3.505 0.058 0.080 0.022 0.045
C 3.434 -0.170 -3.212 -0.021 0.025 -0.001 -0.212
C 3.318 -1.416 -2.604 -0.023 0.074 0.026 -0.206
C 2.057 -1.922 -2.289 0.086 -0.103 0.117 -0.230
C 0.925 -1.180 -2.620 -0.120 -0.134 0.003 -0.320
C 1.051 0.079 -3.199 -0.044 0.097 -0.029 -0.248
H 2.414 1.832 -5.257 -0.008 -0.014 0.022 0.260
H 3.374 2.441 -3.919 -0.006 -0.015 -0.005 0.230
H 1.610 2.610 -3.894 0.011 -0.028 0.019 0.241
H 4.417 0.205 -3.478 -0.018 -0.008 0.006 0.242
H 4.204 -2.006 -2.403 -0.019 0.021 -0.008 0.248
H 1.952 -2.912 -1.862 0.007 -0.010 -0.019 0.245
H -0.060 -1.591 -2.444 -0.069 -0.067 -0.040 0.274
H 0.160 0.644 -3.445 -0.006 0.000 -0.035 0.252
N 1.332 1.348 1.891 -0.108 -0.005 0.264 -0.938
C 1.898 0.570 3.039 -0.056 0.054 -0.136 -0.215
C 3.372 0.845 3.255 0.073 0.072 0.093 -0.416
C 4.310 0.515 2.094 -0.015 -0.041 -0.049 -0.420
C 4.324 1.519 0.935 -0.062 -0.065 -0.070 -0.218
N 3.619 0.991 -0.272 -0.072 0.038 0.166 -0.919
H 1.755 2.272 1.865 0.046 0.030 0.014 0.405
H 0.346 1.529 2.075 -0.021 0.002 0.014 0.412
H 1.740 -0.497 2.845 -0.029 -0.033 -0.038 0.196
H 1.347 0.805 3.948 0.001 0.010 0.044 0.226
H 3.670 0.262 4.127 0.028 0.008 0.007 0.250
H 3.502 1.895 3.538 0.013 -0.023 0.010 0.220
H 4.084 -0.489 1.708 0.024 0.010 -0.004 0.200
H 5.321 0.442 2.494 0.005 0.000 0.021 0.255
H 5.348 1.769 0.663 0.057 0.002 0.002 0.221
H 3.847 2.456 1.220 -0.014 0.025 -0.003 0.198
H 4.188 0.243 -0.658 0.038 -0.025 -0.007 0.394
H 3.630 1.709 -0.995 -0.012 0.040 0.005 0.404
O 0.587 2.436 -1.118 0.066 -0.410 0.311 -0.630
C -0.358 1.756 -0.682 0.301 -0.343 0.022 0.079
C -1.732 2.121 -0.395 0.158 0.035 -0.106 -0.226
C -2.356 3.321 -0.726 -0.070 0.141 -0.027 -0.139
C -3.669 3.525 -0.336 0.026 -0.027 0.013 -0.182
C -4.336 2.544 0.394 -0.022 0.041 -0.001 -0.154
C -3.713 1.347 0.731 0.022 -0.069 0.027 -0.145
C -2.406 1.122 0.322 -0.073 -0.175 0.121 -0.285
P -1.483 -0.447 0.641 -0.025 0.139 0.073 0.794
C -1.947 -1.522 -0.749 -0.008 -0.065 -0.032 -0.390
C -2.527 -1.035 -1.916 -0.023 -0.048 -0.090 -0.164
C -2.756 -1.891 -2.992 0.006 0.073 0.103 -0.204
C -2.417 -3.232 -2.897 0.000 -0.048 0.001 -0.184
C -1.856 -3.732 -1.724 0.026 0.062 -0.016 -0.198
C -1.613 -2.880 -0.659 0.030 -0.006 -0.015 -0.219
C -2.282 -1.181 2.088 0.047 0.045 0.048 -0.415
C -1.775 -0.864 3.349 -0.007 -0.010 0.045 -0.132
C -2.383 -1.349 4.497 0.001 -0.009 -0.067 -0.216
C -3.498 -2.170 4.388 0.006 0.002 -0.020 -0.165
C -4.002 -2.501 3.137 0.041 0.025 -0.037 -0.190
C -3.398 -2.007 1.987 -0.153 -0.081 0.042 -0.190
H -1.812 4.076 -1.280 -0.009 -0.017 0.015 0.240
H -4.174 4.449 -0.584 0.009 -0.026 0.004 0.244
H -5.358 2.716 0.708 0.025 -0.008 -0.010 0.242
H -4.248 0.601 1.307 0.003 0.014 -0.013 0.231
H -2.810 0.008 -1.992 -0.009 0.011 -0.011 0.221
H -3.211 -1.510 -3.897 0.008 0.000 0.027 0.238
H -2.605 -3.896 -3.731 0.005 0.007 0.017 0.241
H -1.615 -4.785 -1.642 -0.011 0.050 -0.003 0.239
H -1.190 -3.274 0.260 0.001 0.008 -0.034 0.228
H -0.897 -0.233 3.438 -0.010 0.004 0.002 0.182
H -1.987 -1.096 5.473 -0.010 -0.004 -0.031 0.232
H -3.971 -2.559 5.280 0.006 0.010 -0.022 0.239
H -4.867 -3.146 3.054 0.020 0.018 -0.003 0.238
H -3.796 -2.271 1.013 -0.005 0.018 0.063 0.229
```
Positions in Å, forces in eV/Å.

Computed properties:
- relative energy (zero: lowest compared OMol25 entry of this formula, charge and spin) (eV) = 0.447
- M (g/mol) = 558.50
- frontier orbital gap (eV) = 7.59
- total charge = +2
- HOMO level (eV) = -13.6

2.
# C23H43N2OP3ReS

C23H43N2OP3ReS as an isolated structure in a non-equilibrium geometry (wB97M-V/def2-TZVPD, the OMol25 dataset).

Geometry as XYZ:
```
74
Properties=species:S:1:pos:R:3:forces:R:3:lowdin_spin:R:1
Re 0.421 0.592 0.339 -0.693 -5.042 3.581 0.751
P -1.310 -1.286 1.224 -0.637 -0.668 -0.481 -0.002
P 1.157 -1.117 -1.048 0.866 -1.692 -1.734 0.047
P -1.299 2.020 0.847 -3.072 2.650 0.126 0.033
H 2.160 1.908 -1.362 -0.592 0.256 0.580 0.001
C 1.380 2.130 -0.604 1.182 1.812 -0.455 0.039
C 1.742 1.950 0.817 2.418 1.641 -1.489 0.046
H 2.795 1.713 1.050 -0.683 0.183 0.078 0.004
C -2.546 -1.654 -0.098 0.068 0.063 0.144 0.001
C -0.751 -2.996 1.647 0.126 0.156 0.024 0.000
C -2.419 -1.028 2.678 0.094 0.209 -0.012 0.002
C 2.569 -0.646 -2.109 0.240 0.278 -0.040 0.012
C 1.771 -2.746 -0.407 0.079 0.088 0.397 0.005
C -0.018 -1.727 -2.335 -0.149 0.253 0.031 0.012
C -1.239 3.720 0.202 0.183 0.014 0.014 0.013
C -1.369 2.397 2.648 0.257 -0.440 0.034 -0.003
C -3.034 1.674 0.381 0.009 -0.229 0.098 0.005
H 0.849 3.076 -0.830 0.380 -0.851 0.067 0.005
H 1.250 2.618 1.521 0.213 0.205 0.349 0.013
H -3.276 -2.379 0.286 0.151 0.157 -0.098 0.000
H -2.052 -2.079 -0.976 -0.198 0.065 0.305 0.000
H -3.072 -0.744 -0.399 0.078 -0.313 0.019 0.000
H -1.570 -3.532 2.152 0.222 0.241 -0.211 0.000
H 0.106 -2.950 2.331 -0.131 -0.150 -0.181 0.000
H -0.472 -3.562 0.750 -0.068 0.200 0.331 0.000
H -3.146 -1.854 2.704 0.276 0.197 -0.038 0.000
H -2.983 -0.092 2.621 0.169 -0.224 0.144 0.000
H -1.842 -1.052 3.614 -0.238 0.071 -0.283 0.001
H 3.257 -1.498 -2.201 -0.258 0.344 -0.215 0.001
H 3.126 0.214 -1.726 -0.022 -0.214 -0.095 0.000
H 2.148 -0.388 -3.087 0.362 0.057 0.149 0.001
H 1.064 -3.544 -0.659 0.255 0.206 0.079 0.000
H 1.937 -2.749 0.676 -0.121 -0.096 -0.274 0.000
H 2.729 -2.963 -0.892 -0.271 -0.053 0.112 0.000
H 0.547 -1.843 -3.267 -0.123 -0.084 0.199 0.000
H -0.828 -1.010 -2.507 0.069 -0.132 -0.041 0.001
H -0.435 -2.702 -2.057 0.070 0.320 -0.108 0.001
H -2.138 4.246 0.540 0.217 -0.017 -0.082 0.001
H -1.225 3.681 -0.889 -0.062 0.221 0.182 0.002
H -0.357 4.246 0.567 -0.030 0.116 -0.113 0.000
H -2.111 3.191 2.800 0.145 -0.174 -0.072 0.000
H -0.388 2.753 2.978 -0.186 0.054 0.022 0.000
H -1.647 1.519 3.239 0.020 0.201 -0.091 0.000
H -3.619 2.578 0.593 0.106 -0.240 -0.017 0.001
H -3.459 0.835 0.937 -0.010 0.227 -0.256 0.000
H -3.073 1.473 -0.695 -0.105 0.030 0.188 0.002
C -0.827 1.661 -4.679 -1.025 0.508 -0.529 0.240
C -2.109 1.490 -5.228 -0.796 0.066 -1.698 0.052
C -2.253 1.168 -6.577 -0.914 0.536 1.351 0.069
C -1.113 0.932 -7.365 0.184 -0.245 -0.538 0.256
C 0.148 0.930 -6.766 1.584 0.344 1.479 0.054
C 0.305 1.284 -5.423 0.772 -0.773 -1.113 0.084
S -0.694 2.446 -3.162 2.094 -1.689 1.196 0.208
H -1.163 3.642 -3.296 -1.316 1.241 -0.804 0.025
H -2.953 1.699 -4.582 -0.172 -0.015 -0.315 0.000
H -3.245 1.163 -7.024 0.200 -0.159 0.080 0.000
H -1.157 0.718 -8.439 -0.314 0.100 0.428 0.009
H 1.043 0.707 -7.351 -0.356 0.084 0.119 0.000
H 1.282 1.334 -4.945 -0.092 0.051 -0.330 0.001
N 1.573 -1.892 6.640 -2.159 0.678 -1.701 0.062
C 0.952 -1.508 5.493 4.684 -0.538 2.591 0.082
O -0.272 -1.405 5.368 -1.239 0.077 -0.197 0.748
C 1.870 -1.227 4.358 -0.554 0.956 -1.606 0.055
C 3.169 -1.723 4.216 -0.148 -0.113 -0.077 0.003
C 3.798 -1.501 2.994 -0.028 0.216 -0.353 0.014
C 3.102 -0.881 1.941 0.074 -0.448 0.132 0.012
N 1.829 -0.448 2.055 0.377 0.751 0.501 0.012
C 1.326 -0.469 3.298 -0.821 -0.871 -0.214 0.010
H 0.994 -1.991 7.455 -0.126 -0.317 0.650 0.001
H 2.567 -1.780 6.777 0.042 0.143 -0.083 0.003
H 3.680 -2.235 5.030 -0.016 -0.159 -0.360 0.000
H 4.815 -1.844 2.794 -0.252 0.157 0.269 0.001
H 3.605 -0.747 0.975 -0.323 -0.153 0.340 0.001
H 0.397 0.084 3.450 0.032 -0.324 -0.084 0.001
```
Positions in Å, forces in eV/Å.

Computed properties:
- spin multiplicity = 4
- ⟨S²⟩ = 3.7938
- relative energy (zero: lowest compared OMol25 entry of this formula, charge and spin) (eV) = 0.622
- M (g/mol) = 674.81
- frontier orbital gap (alpha / beta) (eV) = 6.63 / 3.22
- total charge = +4
- HOMO level (alpha / beta) (eV) = -18.9 / -19.1

3.
# C5H6N

C5H6N as an isolated structure in a non-equilibrium geometry (wB97M-V/def2-TZVPD, the OMol25 dataset).

Geometry as XYZ:
```
12
Properties=species:S:1:pos:R:3:forces:R:3:nbo_charge:R:1
C -0.836 -1.142 0.290 0.058 0.104 -0.453 -0.009
C -1.259 0.156 0.531 -3.074 1.437 1.064 0.044
C 1.133 0.167 0.577 -2.384 0.863 -1.482 -0.324
C 0.326 -0.716 -0.470 -0.749 2.030 2.186 -0.067
C -0.194 1.175 0.305 2.603 -3.027 2.625 -0.015
N -0.542 0.458 -0.818 1.473 0.311 -3.019 -0.353
H -1.373 -2.028 0.273 -0.603 -1.794 0.975 0.261
H 1.139 -0.359 1.514 0.198 0.412 0.607 0.239
H 2.077 0.563 0.268 0.535 0.184 -0.237 0.245
H 0.814 -1.199 -1.170 2.284 -2.649 -3.554 0.234
H -0.245 2.189 0.383 -0.429 2.588 0.521 0.261
H -1.039 0.736 -1.683 0.089 -0.461 0.768 0.484
```
Positions in Å, forces in eV/Å.

Computed properties:
- relative energy (zero: lowest compared OMol25 entry of this formula, charge and spin) (eV) = 7.508
- M (g/mol) = 80.11
- frontier orbital gap (alpha / beta) (eV) = 8.58 / 7.84
- total charge = +1
- HOMO level (alpha / beta) (eV) = -14.3 / -13.9